Entry 1:
Below is C16H19N3O3 in the gas phase at a distorted geometry, with properties calculated with ωB97M-V/def2-TZVPD.

Output
2S+1: 1
E: -1011.1154 a.u.
SMILES: N[C@@H](Cc1c[nH]c2ccccc12)C(=O)N1CCC[C@H]1C(=O)O
E_HOMO: -0.2968 Eh
Total charge: 0
Energy above the lowest of the compared OMol25 structures with the same formula, charge and spin: 37.7 kcal per mole

Atoms and positions in Å:
C (0.04, -0.44, 0.37)
C (1.43, -0.86, -0.11)
C (-0.70, 0.24, -0.78)
C (-2.09, 0.56, -0.38)
C (-2.51, 1.74, 0.01)
C (-3.18, -0.37, -0.22)
C (-4.25, 0.38, 0.27)
C (-3.42, -1.72, -0.61)
C (-5.53, -0.14, 0.48)
C (-4.69, -2.22, -0.39)
C (-5.72, -1.45, 0.13)
C (3.69, -0.41, -0.63)
C (4.19, -1.27, 0.57)
C (4.54, 0.85, -0.87)
C (3.83, 1.96, -0.06)
C (2.33, 1.59, -0.26)
H (-0.78, 0.39, 1.97)
H (0.81, 0.09, 2.17)
H (-0.46, -1.42, 0.50)
H (-0.57, -0.41, -1.66)
H (-0.18, 1.17, -1.08)
H (-1.93, 2.64, -0.01)
H (-4.25, 2.32, 1.13)
H (-2.60, -2.30, -0.91)
H (-6.37, 0.37, 0.96)
H (-4.90, -3.23, -0.69)
H (-6.70, -1.91, 0.22)
H (3.65, -1.07, -1.50)
H (5.58, 0.70, -0.57)
H (4.43, 1.20, -1.95)
H (4.11, 2.00, 1.01)
H (4.02, 2.93, -0.52)
H (1.71, 1.92, 0.50)
H (2.02, 2.05, -1.24)
H (5.16, -2.82, 1.01)
N (0.09, 0.49, 1.51)
N (-3.81, 1.68, 0.46)
N (2.41, 0.12, -0.30)
O (1.66, -2.02, -0.45)
O (3.87, -1.08, 1.69)
O (5.03, -2.26, 0.22)

These are the Mulliken partial charges, in e, on atoms 1 to 8: 0.322, 0.238, -0.720, 0.313, -0.632, 0.456, -0.247, -0.458



Entry 2:
Below is C16H19N3O3S2 in the gas phase at a distorted geometry, with properties calculated with ωB97M-V/def2-TZVPD.

Output
2S+1: 1
E: -1807.4777 a.u.
SMILES: Cc1csc(NC(=O)c2cccc(S(=O)(=O)N3CCCCC3)c2)n1
E_HOMO: -0.3202 Eh
Total charge: 0
Energy above the lowest of the compared OMol25 structures with the same formula, charge and spin: 15.0 kcal per mole

Atoms and positions in Å:
C (1.92, 3.26, -0.25)
C (2.78, 2.05, -0.19)
C (4.10, 2.00, 0.15)
S (4.69, 0.38, 0.10)
C (3.08, -0.12, -0.40)
N (2.24, 0.85, -0.51)
N (2.85, -1.45, -0.66)
C (1.81, -2.32, -0.46)
O (1.95, -3.46, -0.86)
C (0.59, -1.93, 0.30)
C (0.02, -2.94, 1.08)
C (-1.12, -2.71, 1.83)
C (-1.71, -1.46, 1.81)
C (-1.16, -0.46, 1.02)
C (-0.02, -0.68, 0.27)
H (0.39, 0.13, -0.31)
S (-1.95, 1.15, 0.98)
O (-2.82, 1.24, 2.11)
O (-0.92, 2.14, 0.82)
N (-2.90, 1.22, -0.37)
C (-4.13, 0.48, -0.37)
C (-4.00, -0.88, -1.04)
C (-3.45, -0.70, -2.45)
C (-2.10, 0.03, -2.39)
C (-2.26, 1.36, -1.66)
H (-1.30, 1.84, -1.49)
H (-2.88, 2.04, -2.27)
H (-1.38, -0.60, -1.86)
H (-1.72, 0.21, -3.40)
H (-3.33, -1.67, -2.94)
H (-4.15, -0.11, -3.04)
H (-3.32, -1.51, -0.47)
H (-4.98, -1.37, -1.07)
H (-4.44, 0.39, 0.68)
H (-4.89, 1.08, -0.89)
H (-2.59, -1.23, 2.39)
H (-1.54, -3.50, 2.43)
H (0.49, -3.91, 1.08)
H (3.66, -1.94, -1.03)
H (4.75, 2.80, 0.43)
H (0.97, 3.06, 0.23)
H (1.72, 3.52, -1.29)
H (2.41, 4.11, 0.22)

These are the Mulliken partial charges, in e, on atoms 1 to 8: -0.826, 0.007, -0.235, -0.219, 0.391, -0.310, -0.121, 0.108



Entry 3:
Below is C16H19N3O4S2 in the gas phase, with properties calculated with ωB97M-V/def2-TZVPD.

Output
2S+1: 1
E: -1882.6964 a.u.
SMILES: COc1cc(NC(=S)NCc2ccc(S(N)(=O)=O)cc2)cc(OC)c1
E_HOMO: -0.3062 Eh
Total charge: 0
Energy above the lowest of the compared OMol25 structures with the same formula, charge and spin: 66.0 kcal per mole

Atoms and positions in Å:
C (-0.74, 2.62, -2.83)
H (-1.59, 2.93, -3.43)
O (-1.26, 2.31, -1.55)
C (-0.39, 1.92, -0.57)
C (-0.97, 1.64, 0.66)
C (-0.19, 1.23, 1.72)
C (1.20, 1.11, 1.55)
C (1.77, 1.35, 0.32)
C (0.98, 1.77, -0.75)
H (1.45, 1.95, -1.71)
N (3.14, 1.10, 0.07)
C (3.61, -0.19, -0.04)
N (3.17, -1.09, 0.88)
H (2.53, -0.70, 1.57)
C (2.78, -2.44, 0.48)
C (1.31, -2.34, 0.14)
C (0.92, -1.96, -1.14)
C (-0.40, -1.63, -1.40)
C (-1.32, -1.66, -0.36)
C (-0.95, -2.07, 0.90)
C (0.37, -2.41, 1.15)
H (0.67, -2.71, 2.15)
H (-1.70, -2.10, 1.68)
S (-3.01, -1.17, -0.62)
O (-3.42, -0.41, 0.54)
O (-3.81, -2.29, -1.00)
N (-2.89, -0.18, -1.96)
H (-3.73, -0.21, -2.51)
H (-2.63, 0.77, -1.72)
H (-0.72, -1.32, -2.38)
H (1.66, -1.91, -1.93)
H (2.96, -3.12, 1.31)
H (3.39, -2.73, -0.37)
S (4.69, -0.58, -1.21)
H (3.55, 1.70, -0.64)
H (1.80, 0.87, 2.42)
O (-0.65, 0.91, 2.95)
C (-2.05, 1.00, 3.18)
H (-2.38, 2.04, 3.14)
H (-2.20, 0.62, 4.19)
H (-2.62, 0.41, 2.46)
H (-2.04, 1.73, 0.74)
H (-0.02, 3.45, -2.77)
H (-0.26, 1.75, -3.29)

These are the Mulliken partial charges, in e, on atoms 1 to 8: -0.997, 0.271, -0.544, 0.180, -0.105, 0.549, -0.691, -0.342



Entry 4:
Below is 4 unconnected molecules or ions with the total composition C16H19N5O4 at a distorted geometry, with properties calculated with ωB97M-V/def2-TZVPD.

Output
2S+1: 1
E: -1195.7006 a.u.
SMILES: O=C=NNC(=O)OCC=O.c1cc[nH]c1.c1cc[nH]c1.c1cc[nH]c1
E_HOMO: -0.2994 Eh
Total charge: 0
Energy above the lowest of the compared OMol25 structures with the same formula, charge and spin: 149.2 kcal per mole

Atoms and positions in Å:
O (1.14, -7.54, -0.42)
C (1.28, -6.49, 0.00)
N (1.33, -5.40, 0.60)
N (0.66, -4.33, -0.03)
C (-0.05, -4.70, -1.25)
O (0.47, -4.50, -2.30)
O (-1.34, -5.22, -1.29)
C (-1.94, -5.37, 0.01)
C (-3.43, -5.85, -0.26)
O (-4.38, -5.13, -0.12)
H (0.09, -3.78, 0.62)
H (-1.46, -6.19, 0.61)
H (-2.01, -4.42, 0.60)
H (-3.64, -6.91, -0.60)
N (3.67, -1.93, 1.53)
C (2.82, -1.78, 0.47)
C (2.91, -0.49, 0.03)
C (3.86, 0.17, 0.86)
C (4.31, -0.75, 1.77)
H (3.81, -2.78, 2.05)
H (2.22, -2.61, 0.12)
H (2.35, -0.06, -0.79)
H (4.17, 1.20, 0.79)
H (5.03, -0.66, 2.56)
N (0.63, 1.90, -2.61)
C (1.27, 2.98, -3.14)
C (0.93, 4.08, -2.41)
C (0.05, 3.65, -1.39)
C (-0.12, 2.30, -1.53)
H (0.69, 0.95, -2.95)
H (1.92, 2.86, -4.00)
H (1.28, 5.09, -2.59)
H (-0.41, 4.27, -0.63)
H (-0.70, 1.59, -0.96)
N (-1.66, 5.84, 1.92)
C (-2.39, 4.83, 2.49)
C (-3.64, 4.85, 1.93)
C (-3.66, 5.90, 0.98)
C (-2.43, 6.49, 1.00)
H (-0.70, 6.06, 2.15)
H (-1.96, 4.19, 3.25)
H (-4.45, 4.18, 2.17)
H (-4.49, 6.19, 0.35)
H (-2.03, 7.32, 0.43)

These are the Mulliken partial charges, in e, on atoms 1 to 8: -0.373, 0.759, -0.567, 0.061, 0.291, -0.490, -0.255, -0.156